Model i:
Formula: C3H16O5
Source: OMol25
Level of theory: the ωB97M-V functional and the def2-TZVPD basis

Each line ends with the natural charge from an NBO analysis.
Element x y z (Å)
C  2.49  1.33  -1.46  -0.657
C  3.00  0.53  -0.26  -0.164
C  2.44  0.37  0.94  -0.427
H  1.50  1.48  -1.40  0.233
H  2.80  2.35  -1.32  0.219
H  2.78  0.95  -2.38  0.217
H  4.00  0.09  -0.31  0.193
H  2.80  -0.48  1.61  0.192
H  1.47  0.93  1.33  0.191
H  -1.41  0.80  -1.18  0.489
H  -1.20  2.26  -0.68  0.487
O  -0.90  1.60  -1.41  -0.959
H  -1.28  -5.37  2.46  0.462
H  -1.35  -4.06  2.07  0.458
O  -1.95  -4.68  2.62  -0.920
H  -4.53  2.30  -0.21  0.492
H  -5.09  1.23  0.87  0.469
O  -4.48  1.39  0.25  -0.960
H  2.44  -3.40  2.28  0.461
H  1.57  -3.33  3.42  0.459
O  1.97  -3.90  2.87  -0.919
H  -2.69  2.18  -3.95  0.458
H  -1.79  2.51  -2.88  0.485
O  -2.61  2.91  -3.27  -0.957

Values from the calculation:
Charge ... 0
HOMO energy ... -9.58 eV
Structure (SMILES) ... C=CC.O.O.O.O.O

---

Model ii:
Formula: C3H16O5
Source: OMol25
Level of theory: the ωB97M-V functional and the def2-TZVPD basis

Each line ends with the natural charge from an NBO analysis.
Element x y z (Å)
C  -1.14  2.08  -1.35  -0.661
C  -0.70  0.66  -1.40  -0.144
C  0.56  0.44  -1.20  -0.452
H  -0.30  2.62  -1.58  0.217
H  -1.99  2.41  -2.00  0.219
H  -1.29  2.31  -0.30  0.226
H  -1.41  -0.22  -1.43  0.212
H  0.96  -0.47  -1.44  0.187
H  1.36  1.11  -1.00  0.186
H  2.64  -0.19  -0.63  0.460
H  3.86  0.57  -0.59  0.464
O  3.29  0.00  -0.05  -0.921
H  -3.31  -0.25  0.21  0.477
H  -2.16  -0.45  1.18  0.484
O  -2.98  -0.81  0.92  -0.939
H  -0.71  -3.12  0.33  0.469
H  -1.93  -2.08  -0.08  0.493
O  -1.17  -2.58  -0.39  -0.980
H  1.00  1.12  1.04  0.483
H  2.20  1.87  1.70  0.470
O  1.31  1.80  1.63  -0.953
H  1.37  -2.42  2.18  0.467
H  -0.03  -2.57  2.16  0.448
O  0.57  -1.80  2.07  -0.913

Values from the calculation:
Charge ... 0
HOMO energy ... -9.87 eV
Structure (SMILES) ... C=CC.O.O.O.O.O

---

Which of them is the most stable, and which is the least stable? model ii and model i, in that order.